C31H40F4N6OSSiTi as an isolated structure, computed with the ωB97M-V functional and the def2-TZVPD basis.

Results
HOMO (spin up / spin down) = -5.48 / -7.18 eV
Spin multiplicity = 3
Orbital gap (spin up / spin down) = 5.549 / 7.238 eV
Net charge = 0
Energy relative to the best compared isomer or geometry (same formula, charge and spin) = 21.8 kJ/mol
⟨S²⟩ = 2.005

Atoms and positions in Å:
1 Ti 0.1633 0.3123 0.2185
2 C 4.2381 1.3733 2.2524
3 C 3.1000 1.1350 1.2634
4 N 1.8922 0.4913 1.8102
5 C 2.1731 -0.8101 2.4435
6 C 2.8092 -1.8198 1.5026
7 C 1.1867 1.3559 2.7686
8 C 0.5906 2.6113 2.1533
9 N -0.1645 2.2981 0.9424
10 C -1.1409 3.1512 0.5411
11 C -1.6115 3.0564 -0.7915
12 F -1.0120 2.1475 -1.6081
13 C -2.5991 3.8391 -1.3347
14 F -2.9373 3.6460 -2.6216
15 C -3.2279 4.8232 -0.5983
16 C -2.7942 4.9602 0.7040
17 F -3.3643 5.8952 1.4822
18 C -1.8088 4.1705 1.2642
19 F -1.5326 4.4112 2.5665
20 H 5.0351 1.9300 1.7582
21 H 4.6641 0.4363 2.6133
22 H 3.9189 1.9572 3.1161
23 H 3.4644 0.5183 0.4417
24 H 2.7893 2.0825 0.8218
25 H 1.2124 -1.2029 2.7770
26 H 2.7978 -0.6738 3.3368
27 H 2.1932 -1.9523 0.6105
28 H 2.8892 -2.7856 2.0018
29 H 3.8136 -1.5258 1.1920
30 H 1.8320 1.6377 3.6119
31 H 0.3744 0.7552 3.1801
32 H 1.3802 3.3500 1.9474
33 H -0.0208 3.0459 2.9412
34 H -4.0086 5.4421 -1.0113
35 C -2.5189 0.7901 3.0764
36 Si -1.9862 -0.9886 2.7757
37 C -3.5433 -2.0308 2.5940
38 C -1.0756 -1.5634 4.3366
39 N -1.0695 -1.0586 1.3245
40 C -0.9840 -2.2053 0.5645
41 C -0.7746 -3.5042 1.0642
42 C -0.6550 -4.6065 0.2315
43 C -0.7188 -4.4681 -1.1480
44 C -0.9143 -3.2016 -1.6877
45 C -1.0537 -2.1202 -0.8446
46 O -1.1988 -0.8125 -1.3415
47 C -1.8516 -0.6387 -2.5475
48 C -1.1665 -0.0795 -3.6110
49 C -1.8334 0.1440 -4.8067
50 C -3.1705 -0.2024 -4.9361
51 C -3.8435 -0.7692 -3.8611
52 C -3.1876 -0.9881 -2.6607
53 H -3.3830 0.8156 3.7459
54 H -2.8131 1.2576 2.1331
55 H -1.7445 1.4117 3.5306
56 H -4.0916 -2.1055 3.5358
57 H -3.3246 -3.0437 2.2499
58 H -4.2054 -1.5650 1.8590
59 H -1.7769 -1.6576 5.1704
60 H -0.3099 -0.8448 4.6416
61 H -0.5857 -2.5321 4.2109
62 H -0.7092 -3.6333 2.1381
63 H -0.5031 -5.5861 0.6682
64 H -0.6218 -5.3272 -1.7977
65 H -0.9797 -3.0546 -2.7589
66 H -0.1252 0.1893 -3.4857
67 H -1.3064 0.5915 -5.6396
68 H -3.6894 -0.0269 -5.8690
69 H -4.8885 -1.0341 -3.9557
70 H -3.6933 -1.4233 -1.8078
71 C 4.5707 -2.1495 -3.3555
72 C 3.0541 -1.9684 -3.4262
73 C 2.5991 -0.6893 -2.8084
74 N 1.8956 -0.6262 -1.7339
75 N 1.5937 0.6517 -1.3652
76 C 2.0810 1.5691 -2.1467
77 N 1.9604 2.9027 -1.8861
78 S 2.9802 0.8888 -3.4662
79 H 4.8607 -3.0999 -3.8016
80 H 4.9106 -2.1405 -2.3197
81 H 5.0912 -1.3542 -3.8913
82 H 2.5419 -2.7647 -2.8850
83 H 2.7160 -2.0071 -4.4642
84 H 1.2753 3.0828 -1.1567
85 H 1.8712 3.5142 -2.6820

C31H40GeIrO5P as an isolated structure, computed with the ωB97M-V functional and the def2-TZVPD basis.

Results
HOMO (spin up / spin down) = -14.34 / -14.55 eV
Spin multiplicity = 5
Orbital gap (spin up / spin down) = 8.116 / 5.802 eV
Net charge = +2
⟨S²⟩ = 6.048

Atoms and positions in Å:
1 Ir -0.0831 1.2827 0.3952
2 O 0.0191 3.2766 3.9173
3 C 0.3364 2.4597 3.1203
4 O -0.6078 1.8610 2.2976
5 C 1.7284 1.9186 2.9310
6 P 2.0981 1.6937 1.1289
7 C 3.3097 0.3321 0.8978
8 C 4.2973 0.4768 -0.0754
9 C 5.2605 -0.4600 -0.3317
10 C 5.3028 -1.6187 0.4082
11 C 4.3925 -1.7694 1.4539
12 C 3.3847 -0.8095 1.7550
13 C 2.6470 3.2810 0.6311
14 C 1.6582 4.2660 0.4503
15 C 2.0052 5.5980 0.3995
16 C 3.3458 5.9194 0.4790
17 C 4.3489 4.9609 0.5265
18 C 3.9904 3.5891 0.6328
19 H 1.6998 0.8850 3.3540
20 H 2.4836 2.4613 3.4739
21 H 4.2971 1.3718 -0.6452
22 H 5.9130 -0.2986 -1.1583
23 H 5.9692 -2.4554 0.1826
24 H 4.4629 -2.6847 1.9971
25 H 2.6648 -1.0342 2.5434
26 H 0.5787 4.0350 0.6265
27 H 1.2442 6.3434 0.2998
28 H 3.6416 7.0029 0.4656
29 H 5.3925 5.2430 0.4591
30 H 4.7844 2.8720 0.8156
31 C -6.8791 1.4676 1.3811
32 O -6.5036 0.2017 1.8956
33 C -5.2204 -0.1530 1.6056
34 C -4.8390 -1.3899 2.1699
35 C -3.5409 -1.8752 2.0151
36 C -2.5610 -1.0989 1.4610
37 C -1.1328 -1.4870 1.5634
38 C -0.7089 -2.8042 2.0930
39 O -0.2242 -0.6589 1.3019
40 C -2.9532 0.0993 0.6931
41 O -2.2249 0.8897 0.1025
42 C -4.3246 0.4739 0.7896
43 H -6.0829 2.2196 1.6967
44 H -7.7350 1.7695 1.9435
45 H -7.1300 1.4198 0.3157
46 H -5.5691 -1.9302 2.7446
47 H -3.3175 -2.7296 2.6056
48 H 0.2344 -3.0813 1.6434
49 H -1.4442 -3.5508 1.8369
50 H -0.6706 -2.8381 3.1976
51 H -4.6581 1.3597 0.2245
52 C -4.0532 -2.4857 -1.5751
53 C -3.6285 -1.1221 -2.2365
54 C -2.1313 -1.0826 -2.3538
55 C -1.6337 0.2423 -2.9791
56 Ge 0.1362 0.5702 -2.2556
57 C 1.4304 -0.8495 -1.9056
58 C 1.1803 -2.3274 -1.7076
59 C 1.4399 -3.0677 -3.0196
60 C 2.9134 -3.3520 -3.2416
61 H -5.1257 -2.5856 -1.5223
62 H -3.6568 -2.6023 -0.5661
63 H -3.5850 -3.3707 -2.0700
64 H -3.9950 -0.3209 -1.6370
65 H -4.0489 -1.1079 -3.2513
66 H -1.8231 -1.9404 -2.9782
67 H -1.6081 -1.2553 -1.3943
68 H -2.1825 1.1237 -2.6780
69 H -1.7304 0.1561 -4.0796
70 H 0.8519 1.9899 -2.2548
71 H 1.9916 -0.2017 -1.1566
72 H 2.1547 -0.6731 -2.7376
73 H 0.2216 -2.4891 -1.2793
74 H 1.9641 -2.6062 -1.0030
75 H 1.0499 -2.4371 -3.8670
76 H 0.9454 -4.0661 -3.0001
77 H 3.5751 -2.5441 -3.0614
78 H 3.0154 -3.6725 -4.2602
79 H 3.2523 -4.2255 -2.6402

C31H40MgN6O2PS3 as an isolated structure, computed with the ωB97M-V functional and the def2-TZVPD basis.

Results
HOMO = -4.28 eV
Orbital gap = 6.371 eV
Net charge = -1
Energy relative to the best compared isomer or geometry (same formula, charge and spin) = 7.1 kJ/mol

Atoms and positions in Å:
1 Mg -0.5732 0.7955 0.5927
2 C -2.0491 -1.8540 0.7759
3 N -0.6797 -1.3809 0.7873
4 C -0.0889 -1.4415 2.1045
5 C 1.2264 -0.7272 2.1002
6 C 2.2996 -1.1784 2.8542
7 C 3.5161 -0.5213 2.7459
8 C 3.5996 0.5703 1.9021
9 C 2.4599 0.9716 1.2171
10 N 1.3026 0.3440 1.3274
11 C 0.1295 -2.1553 -0.1359
12 C -0.1738 -1.8596 -1.5744
13 C 0.4613 -2.6098 -2.5578
14 C 0.2138 -2.3123 -3.8823
15 C -0.6586 -1.2719 -4.1687
16 C -1.2485 -0.5917 -3.1176
17 N -1.0259 -0.8827 -1.8422
18 C -3.0499 -0.7399 0.8735
19 C -4.3798 -0.9772 1.2228
20 C -5.2520 0.0963 1.2714
21 C -4.7752 1.3568 0.9415
22 C -3.4416 1.4870 0.5893
23 N -2.6125 0.4622 0.5587
24 H -2.2269 -2.5950 1.5725
25 H -2.2386 -2.3392 -0.1880
26 H 0.0660 -2.4857 2.4313
27 H -0.7499 -0.9505 2.8166
28 H 2.1879 -2.0400 3.4969
29 H 4.3786 -0.8645 3.3002
30 H 4.5327 1.0923 1.7585
31 H 2.4665 1.8394 0.5774
32 H 0.0025 -3.2367 0.0559
33 H 1.1847 -1.9067 0.0116
34 H 1.1564 -3.3844 -2.2756
35 H 0.6990 -2.8680 -4.6671
36 H -0.8592 -0.9931 -5.1911
37 H -1.9370 0.2230 -3.2977
38 H -4.7009 -1.9783 1.4801
39 H -6.2829 -0.0458 1.5613
40 H -5.4198 2.2194 0.9779
41 H -3.0116 2.4404 0.3312
42 S -1.3661 3.2424 -3.2514
43 C -0.8976 2.4365 -1.9704
44 N -0.5500 1.8581 -1.0109
45 C 2.8462 2.7430 -2.1107
46 C 3.3147 2.1500 -3.4365
47 C 2.1184 1.7200 -4.2726
48 O 4.2631 1.1182 -3.2196
49 P 3.9578 -0.4726 -2.9551
50 S 3.2776 -1.3945 -4.5541
51 S 3.0403 -0.7342 -1.1994
52 O 5.4863 -0.9953 -2.8637
53 C 6.5953 -0.6420 -2.0595
54 C 7.4137 0.4581 -2.7327
55 C 6.2293 -0.2417 -0.6380
56 H 2.2795 3.6540 -2.2921
57 H 3.7025 2.9725 -1.4766
58 H 2.1988 2.0269 -1.6067
59 H 3.8915 2.9084 -3.9921
60 H 1.5345 0.9768 -3.7291
61 H 2.4351 1.2829 -5.2184
62 H 1.4821 2.5820 -4.4674
63 H 7.1969 -1.5657 -2.0272
64 H 6.8510 1.3872 -2.7139
65 H 7.6152 0.1951 -3.7686
66 H 8.3588 0.5931 -2.2078
67 H 5.6385 0.6698 -0.6596
68 H 7.1410 -0.0757 -0.0647
69 H 5.6337 -1.0175 -0.1632
70 C 0.2510 4.0703 0.9342
71 C -0.6849 3.5003 1.9475
72 C -1.4021 4.2424 2.8605
73 C -2.1210 3.3233 3.6392
74 C -1.7988 2.0719 3.1603
75 C -2.2446 0.7954 3.8068
76 N -0.9269 2.1679 2.1082
77 H 0.9753 4.7313 1.4138
78 H -0.3061 4.6542 0.2005
79 H 0.7813 3.2792 0.4173
80 H -1.3882 5.3148 2.9577
81 H -2.7860 3.5427 4.4581
82 H -2.9886 1.0414 4.5642
83 H -1.4143 0.3016 4.3214
84 H -2.6992 0.0865 3.1145